Below is C41H42AsCrN5SSi2 as an isolated structure, with properties calculated with ωB97M-V with the def2-TZVPD basis set.

- Charge: +1
- Orbital gap (alpha / beta): 6.680 / 7.375 eV
- Expectation value of S²: 3.880
- Multiplicity: 4
- E_LUMO (alpha / beta): -3.82 / -3.24 eV

Last column: Mulliken spin population.
Element x y z (Å)
Cr: -0.41444 -0.41911 -0.29007  3.22
C: -3.92569 0.23999 -4.07903  -0.01
Si: -2.39733 0.60198 -3.07829  0.03
C: -2.75177 2.28460 -2.36496  0.00
C: -0.97260 0.62668 -4.28680  0.00
C: -2.06560 -0.63824 -1.68158  -0.09
C: -2.92805 -0.37596 -0.48795  0.01
C: -4.31588 -0.35515 -0.34657  -0.01
C: -4.85031 -0.16758 0.90965  0.01
C: -4.02149 -0.00675 2.02561  -0.01
C: -2.66508 -0.02298 1.83626  0.04
N: -2.16119 -0.18226 0.60183  -0.14
Si: -2.11781 -2.49144 -2.21536  -0.01
C: -0.38649 -2.95006 -2.76906  -0.01
C: -3.20988 -2.90718 -3.65566  0.00
C: -2.82832 -3.49544 -0.81912  0.01
H: -4.15677 1.16649 -4.61875  0.00
H: -4.79986 -0.00378 -3.46582  0.00
H: -3.79745 -0.54991 -4.81473  0.00
H: -2.42905 3.06213 -3.06658  0.00
H: -2.28103 2.48979 -1.40186  0.00
H: -3.83275 2.39463 -2.23341  0.00
H: -0.33849 1.50814 -4.16576  0.00
H: -1.37397 0.66232 -5.30487  0.00
H: -0.34859 -0.27282 -4.21707  0.00
H: -4.94708 -0.50556 -1.21422  0.00
H: -5.92643 -0.16237 1.03842  0.00
H: -4.42929 0.12183 3.01790  0.00
H: -1.95880 0.08741 2.64805  -0.01
H: -0.30663 -2.81386 -3.85284  0.00
H: -0.15806 -3.99990 -2.55348  0.00
H: 0.39520 -2.34452 -2.30555  0.01
H: -2.81667 -2.55672 -4.61284  0.00
H: -4.23298 -2.54131 -3.54031  0.00
H: -3.25264 -4.00280 -3.69709  0.00
H: -2.60399 -3.12067 0.17843  0.00
H: -2.47563 -4.53051 -0.88367  0.00
H: -3.91822 -3.51753 -0.93148  0.00
N: -0.23119 -2.26631 0.24571  -0.21
C: 0.10417 -3.36565 0.45046  0.11
C: 0.50171 -4.63884 0.72554  0.02
C: 1.34067 -4.86750 1.86394  0.00
N: 2.02955 -5.01127 2.77631  0.01
C: 0.07126 -5.67446 -0.16672  0.00
N: -0.30530 -6.45474 -0.92759  0.01
C: 4.10363 -2.57355 4.79251  0.00
C: 2.90628 -1.96219 5.14159  0.00
C: 2.19443 -1.23867 4.19908  0.00
C: 2.68798 -1.10968 2.90357  0.00
C: 3.86898 -1.74696 2.54337  0.00
C: 4.57746 -2.47247 3.49443  0.00
As: 1.68683 -0.07286 1.59742  0.10
C: 1.55992 1.68885 2.42370  -0.01
C: 2.29031 2.81813 2.06379  0.00
C: 2.12796 4.01023 2.76261  0.00
C: 1.23466 4.08868 3.82080  0.00
C: 0.47613 2.97663 4.16363  0.00
C: 0.63034 1.79004 3.45906  0.01
C: 2.98757 0.01034 0.15820  -0.03
C: 2.71442 -0.81461 -0.93374  0.04
C: 3.58143 -0.89117 -2.01780  0.01
C: 4.74446 -0.13451 -2.01152  0.00
C: 5.04891 0.66019 -0.91048  0.00
C: 4.18687 0.71971 0.17621  0.00
H: 4.65596 -3.14286 5.52892  0.00
H: 2.51678 -2.06007 6.14690  0.00
H: 1.25614 -0.78988 4.48902  0.00
H: 4.24150 -1.70562 1.52923  0.00
H: 5.49640 -2.96856 3.20924  0.00
H: 2.97221 2.79420 1.23015  0.00
H: 2.70730 4.88050 2.47703  0.00
H: 1.12218 5.01522 4.36999  0.00
H: -0.23656 3.03310 4.97676  0.00
H: 0.01991 0.93765 3.73315  0.00
H: 1.84296 -1.46272 -0.92697  -0.01
H: 3.35942 -1.55366 -2.84613  0.00
H: 5.43043 -0.18793 -2.84731  0.00
H: 5.97512 1.22099 -0.88863  0.00
H: 4.47297 1.29143 1.04483  0.00
S: 1.51510 3.21505 -2.19498  0.01
C: 0.96481 1.65491 -1.86513  0.03
N: 0.10416 1.52823 -0.89528  -0.18
C: -0.15651 2.78341 -0.30136  0.04
C: -0.99293 3.04105 0.78454  0.00
C: -1.13857 4.34252 1.20542  0.01
C: -0.46483 5.39612 0.56388  0.00
C: 0.37921 5.15074 -0.49702  0.00
C: 0.52663 3.82633 -0.91287  -0.01
H: 1.31371 0.81951 -2.45810  0.00
H: -1.52032 2.23699 1.28265  -0.01
H: -1.78766 4.55811 2.04573  0.00
H: -0.60458 6.41152 0.91171  0.00
H: 0.91073 5.95483 -0.99080  0.00

=====

Below is C41H42AsNO2PdS2Si as an isolated structure, with properties calculated with ωB97M-V with the def2-TZVPD basis set.

- Charge: 0
- Orbital gap: 6.702 eV
- E_LUMO: -0.10 eV

Last column: Löwdin charge in e.
Element x y z (Å)
Pd: 0.23772 0.10151 -0.42010  0.52
C: -2.16691 4.32495 -0.17840  -0.18
Si: -1.11636 3.12065 0.84036  0.38
C: -1.61982 3.17484 2.65503  -0.15
C: 0.60298 3.80623 0.80647  -0.18
N: -1.18996 1.48507 0.23007  -0.17
C: -2.41272 0.85543 0.41338  -0.31
C: -3.63048 1.51052 0.69667  -0.06
C: -4.82454 0.83616 0.89379  -0.10
C: -4.88922 -0.54418 0.81971  -0.10
C: -3.71923 -1.23988 0.54595  -0.02
C: -2.54516 -0.54398 0.36119  -0.19
O: -1.34435 -1.22449 0.07151  -0.18
C: -1.26042 -2.57674 0.39986  -0.34
C: -1.25891 -3.50522 -0.62090  -0.05
C: -1.13788 -4.85026 -0.29725  -0.06
C: -1.02802 -5.24430 1.02771  -0.08
C: -1.04379 -4.29252 2.04030  -0.07
C: -1.16321 -2.94750 1.72941  -0.02
H: -1.62882 5.27011 -0.28843  0.02
H: -3.14000 4.55754 0.25710  0.02
H: -2.34339 3.92519 -1.18048  0.03
H: -1.56192 4.20103 3.02878  0.03
H: -0.90954 2.57281 3.23001  0.02
H: -2.62091 2.79680 2.86292  0.02
H: 0.60157 4.75594 1.35008  0.04
H: 0.96582 4.01401 -0.19940  0.02
H: 1.29120 3.13004 1.30865  0.00
H: -3.65377 2.58639 0.76035  0.06
H: -5.71678 1.41183 1.10716  0.10
H: -5.81886 -1.07580 0.96696  0.10
H: -3.72288 -2.31914 0.47799  0.12
H: -1.33435 -3.16972 -1.64631  0.12
H: -1.12588 -5.58990 -1.08682  0.11
H: -0.93232 -6.29353 1.27398  0.10
H: -0.96754 -4.60027 3.07539  0.11
H: -1.20182 -2.18295 2.49425  0.11
S: 1.33734 -1.71537 -1.26002  0.66
C: 3.01247 -1.36037 -1.64599  -0.67
C: 3.94452 -2.37845 -1.83648  -0.11
C: 5.25786 -2.06071 -2.14836  -0.09
C: 5.66377 -0.73855 -2.27334  -0.09
C: 4.73698 0.28027 -2.09671  -0.10
C: 3.42006 -0.03756 -1.79783  -0.40
As: 1.98677 1.22622 -1.58211  1.28
C: 3.06124 2.78373 -1.17549  -0.39
C: 3.15361 3.85260 -2.05457  -0.10
C: 3.99710 4.91751 -1.75872  -0.08
C: 4.75056 4.90598 -0.59576  -0.08
C: 4.66685 3.82616 0.27586  -0.07
C: 3.82412 2.76578 -0.01139  -0.12
C: 1.35220 1.56383 -3.37153  -0.37
C: 0.02726 1.95088 -3.53622  -0.11
C: -0.46026 2.21388 -4.80904  -0.08
C: 0.37078 2.08007 -5.91183  -0.08
C: 1.69164 1.68441 -5.74635  -0.08
C: 2.18613 1.42833 -4.47557  -0.09
H: 3.64359 -3.41274 -1.72806  0.10
H: 5.97698 -2.85907 -2.28380  0.10
H: 6.69462 -0.50201 -2.50109  0.10
H: 5.04105 1.31592 -2.18973  0.11
H: 2.56828 3.86892 -2.96572  0.10
H: 4.06229 5.75484 -2.44162  0.10
H: 5.40500 5.73724 -0.36671  0.10
H: 5.25359 3.81428 1.18544  0.11
H: 3.73964 1.93309 0.67893  0.10
H: -0.62401 2.03094 -2.67128  0.08
H: -1.49219 2.51443 -4.93642  0.11
H: -0.01297 2.27778 -6.90451  0.10
H: 2.33789 1.57129 -6.60726  0.10
H: 3.21503 1.11277 -4.34830  0.10
C: 1.20429 1.08257 8.60094  -0.05
C: 1.16112 0.77344 7.12981  -0.27
C: 0.44134 -0.31694 6.64708  -0.04
C: 0.40010 -0.59914 5.29094  -0.08
C: 1.10117 0.20517 4.40593  -0.39
C: 1.81231 1.30294 4.85912  -0.06
C: 1.83861 1.57795 6.21776  -0.03
S: 1.01593 -0.10612 2.64492  0.87
C: 2.08524 -1.55304 2.60435  -0.22
O: 1.79548 0.98482 1.99387  -0.57
H: 0.53346 0.43288 9.16136  0.07
H: 0.91325 2.11603 8.79313  0.08
H: 2.21175 0.94791 8.99886  0.08
H: -0.10438 -0.94486 7.34107  0.11
H: -0.18484 -1.43827 4.92980  0.11
H: 2.32340 1.93057 4.13990  0.11
H: 2.39095 2.43915 6.57605  0.12
H: 3.09034 -1.22765 2.87173  0.07
H: 2.05335 -1.93917 1.58459  0.02
H: 1.71802 -2.30075 3.30670  0.05

=====

Below is C41H42AsNO2PdS2Si as an isolated structure, with properties calculated with ωB97M-V with the def2-TZVPD basis set.

- Charge: 0
- Orbital gap: 6.809 eV
- E_LUMO: 0.06 eV

Last column: Löwdin charge in e.
Element x y z (Å)
Pd: -0.29487 -0.69360 0.98888  0.45
C: -2.76551 -4.10986 -0.42867  -0.17
Si: -1.89889 -3.27492 1.01978  0.34
C: -2.47647 -4.02776 2.63675  -0.17
C: -0.09615 -3.76100 0.85063  -0.20
N: -2.09719 -1.54364 0.92554  -0.23
C: -3.28380 -0.87563 1.15175  -0.32
C: -4.51004 -1.52536 1.34650  -0.05
C: -5.69691 -0.83118 1.53495  -0.10
C: -5.70803 0.55237 1.54464  -0.10
C: -4.51627 1.23940 1.33884  -0.02
C: -3.34263 0.54248 1.12905  -0.21
O: -2.13715 1.17147 0.90542  -0.07
C: -2.07719 2.53804 0.76618  -0.29
C: -1.56679 3.27991 1.81780  0.00
C: -1.44853 4.65519 1.67771  -0.09
C: -1.83130 5.27540 0.49731  -0.10
C: -2.32871 4.51537 -0.55367  -0.08
C: -2.45420 3.14086 -0.42477  -0.01
H: -2.60346 -5.19026 -0.38945  0.03
H: -2.34823 -3.74816 -1.37301  0.01
H: -3.84290 -3.93545 -0.45494  0.02
H: -2.17662 -5.07797 2.68581  0.03
H: -3.55385 -3.98326 2.79486  0.02
H: -1.99779 -3.49776 3.46362  0.02
H: -0.07767 -4.85441 0.78106  0.03
H: 0.49755 -3.46646 1.71765  0.02
H: 0.38533 -3.36626 -0.04833  0.00
H: -4.53737 -2.60687 1.34911  0.08
H: -6.61412 -1.38714 1.68242  0.10
H: -6.62545 1.10190 1.70667  0.10
H: -4.49847 2.32095 1.33778  0.12
H: -1.26723 2.76489 2.72231  0.13
H: -1.04963 5.24097 2.49581  0.11
H: -1.73844 6.34883 0.39235  0.10
H: -2.62126 4.99692 -1.47830  0.10
H: -2.84200 2.52849 -1.22825  0.12
S: -0.35098 -0.75561 3.22542  0.65
C: 1.32557 -0.66318 3.79655  -0.66
C: 1.60196 -0.98436 5.12845  -0.12
C: 2.89993 -0.92818 5.60698  -0.09
C: 3.95766 -0.56254 4.77970  -0.09
C: 3.69718 -0.22887 3.45952  -0.10
C: 2.39298 -0.26365 2.98553  -0.42
As: 1.86376 0.24118 1.21654  1.27
C: 3.36621 -0.14148 0.08514  -0.36
C: 3.49324 -1.42701 -0.43117  -0.10
C: 4.59630 -1.75853 -1.20327  -0.08
C: 5.57084 -0.80454 -1.46509  -0.09
C: 5.44258 0.47884 -0.95573  -0.08
C: 4.34064 0.81483 -0.17957  -0.10
C: 1.78418 2.16936 1.29093  -0.36
C: 1.99793 2.84497 2.48658  -0.09
C: 1.90856 4.23112 2.52053  -0.08
C: 1.59485 4.93582 1.36850  -0.10
C: 1.35707 4.25771 0.18082  -0.09
C: 1.45082 2.87512 0.13883  -0.10
H: 0.79708 -1.29937 5.78065  0.10
H: 3.09326 -1.19315 6.63908  0.10
H: 4.97031 -0.54296 5.15970  0.10
H: 4.50647 0.06063 2.79802  0.10
H: 2.73114 -2.17282 -0.23006  0.09
H: 4.69318 -2.75980 -1.60244  0.10
H: 6.43121 -1.06215 -2.06920  0.10
H: 6.20092 1.22354 -1.16115  0.10
H: 4.24119 1.82001 0.21263  0.10
H: 2.24370 2.29576 3.38763  0.10
H: 2.08180 4.75763 3.45091  0.11
H: 1.51774 6.01541 1.39821  0.11
H: 1.08807 4.80615 -0.71285  0.11
H: 1.24138 2.34683 -0.78438  0.10
C: 1.41853 -1.21771 -7.60097  -0.05
C: 0.87331 -1.16377 -6.20125  -0.27
C: 0.15841 -2.23358 -5.66933  -0.04
C: -0.34569 -2.18580 -4.37877  -0.08
C: -0.14445 -1.04543 -3.61809  -0.40
C: 0.57322 0.03008 -4.11786  -0.06
C: 1.07626 -0.03805 -5.40712  -0.03
S: -0.76882 -0.98245 -1.95551  0.89
C: -2.48083 -0.63772 -2.32108  -0.20
O: -0.21768 0.27479 -1.32065  -0.58
H: 1.26432 -2.19843 -8.04849  0.07
H: 2.48823 -1.00474 -7.61272  0.08
H: 0.93199 -0.47777 -8.23889  0.08
H: 0.00299 -3.12199 -6.26922  0.11
H: -0.88197 -3.03530 -3.97059  0.11
H: 0.73433 0.89722 -3.49055  0.11
H: 1.64110 0.79801 -5.80305  0.12
H: -2.53043 0.27939 -2.90777  0.07
H: -2.99565 -0.54070 -1.36678  0.04
H: -2.88364 -1.47922 -2.88496  0.06

=====

Below is C41H42BrCaN5O5 as an isolated structure, with properties calculated with ωB97M-V with the def2-TZVPD basis set.

- Charge: -2
- Orbital gap: 6.056 eV
- E_LUMO: 3.81 eV

Last column: Löwdin charge in e.
Element x y z (Å)
Ca: -0.18719 0.39479 -0.59374  1.40
O: 3.45541 -1.68398 -2.28630  0.04
C: 4.26071 -0.62195 -2.41096  -0.28
C: 5.63807 -0.86423 -2.46765  -0.03
C: 6.52823 0.18333 -2.60333  -0.12
C: 6.06908 1.49737 -2.67882  -0.12
C: 4.70652 1.73709 -2.60991  -0.06
C: 3.78451 0.70225 -2.47856  -0.08
C: 2.31462 0.98219 -2.34941  -0.48
O: 1.51089 -0.02385 -2.33073  -0.17
N: 1.98557 2.24273 -2.22151  0.04
N: 0.62780 2.34480 -1.85563  -0.09
C: 0.01126 3.35328 -2.32963  -0.11
C: -1.37461 3.70920 -2.01390  -0.15
C: -1.94319 4.76607 -2.72636  -0.10
C: -3.24332 5.19138 -2.51624  -0.15
C: -3.99778 4.52382 -1.54044  -0.14
C: -3.46694 3.48466 -0.80907  -0.04
C: -2.13307 3.02564 -1.00691  -0.41
O: -1.65013 2.07088 -0.30687  -0.22
H: 2.51734 -1.32644 -2.28562  0.07
H: 5.97544 -1.89090 -2.39949  0.11
H: 7.59206 -0.02376 -2.64548  0.09
H: 6.76487 2.32093 -2.78014  0.08
H: 4.31151 2.74455 -2.64394  0.10
H: 0.55233 4.00963 -3.01770  0.11
H: -1.32715 5.26046 -3.47363  0.09
H: -3.66176 6.00941 -3.08807  0.07
H: -5.02313 4.82952 -1.35529  0.08
H: -4.04928 2.96633 -0.05595  0.10
C: 3.08224 1.98454 1.10121  -0.05
C: 2.48150 0.67652 1.62942  -0.36
C: 3.56907 -0.36873 1.86132  -0.05
C: 1.63756 0.95689 2.87075  -0.11
C: 2.27046 1.41873 4.01739  -0.05
C: 1.55073 1.80116 5.14009  -0.10
C: 0.16752 1.77354 5.09665  -0.06
C: -0.51267 1.31361 3.97087  -0.14
C: -2.02547 1.47525 3.91756  -0.38
C: -2.40636 2.95643 3.95245  -0.06
C: -2.73076 0.69975 5.02886  -0.07
C: 0.23540 0.82982 2.88291  -0.14
N: -0.40582 0.29129 1.74488  -0.02
C: -1.26681 -0.65686 1.92890  -0.11
C: -2.08075 -1.26495 0.91054  -0.32
C: -3.03963 -2.26089 1.12015  -0.06
C: -3.59522 -2.54046 -0.13331  -0.06
C: -2.93135 -1.69390 -1.04446  -0.29
N: -2.03177 -0.92379 -0.42942  -0.01
C: -3.07196 -1.61113 -2.54863  -0.55
C: -4.27653 -2.42300 -3.01648  -0.08
C: -3.25583 -0.15189 -2.97961  -0.04
C: -1.80092 -2.17548 -3.19955  -0.04
H: 3.74786 1.79507 0.25388  0.07
H: 3.65717 2.47311 1.89354  0.07
H: 2.31439 2.68278 0.76197  0.08
H: 1.82566 0.26024 0.87022  0.08
H: 4.28161 -0.02448 2.61994  0.07
H: 4.12489 -0.53585 0.93452  0.08
H: 3.13111 -1.31437 2.17903  0.07
H: 3.35266 1.48893 4.02441  0.10
H: 2.06603 2.15049 6.02733  0.09
H: -0.40254 2.13905 5.94495  0.10
H: -2.37969 1.09457 2.96228  0.12
H: -2.07690 3.43076 4.88208  0.07
H: -3.49071 3.07382 3.87782  0.07
H: -1.95212 3.49112 3.11709  0.09
H: -2.42887 1.06075 6.01682  0.07
H: -2.49620 -0.36543 4.97969  0.07
H: -3.81549 0.81250 4.95170  0.07
H: -1.41179 -1.06054 2.93479  0.13
H: -3.28594 -2.71255 2.07135  0.09
H: -4.36510 -3.26295 -0.35908  0.08
H: -5.19899 -2.06232 -2.55369  0.08
H: -4.16066 -3.48015 -2.76520  0.08
H: -4.38063 -2.34196 -4.10310  0.07
H: -4.14903 0.28472 -2.52589  0.09
H: -3.34572 -0.08703 -4.06911  0.08
H: -2.41488 0.47489 -2.67757  0.07
H: -1.66839 -3.22828 -2.93718  0.09
H: -0.90418 -1.65036 -2.86596  0.07
H: -1.85911 -2.08968 -4.29043  0.08
Br: 0.06095 -8.01758 1.25524  0.66
C: 0.58643 -6.51118 0.21648  -0.67
C: 0.97103 -6.70672 -1.09758  -0.23
N: 1.34786 -5.69992 -1.88361  0.06
C: 1.32359 -4.46871 -1.35857  -0.07
C: 0.95851 -4.18959 -0.04631  -0.09
C: 0.58882 -5.24625 0.76819  -0.05
C: 0.96427 -2.76312 0.48262  -0.63
O: 1.08568 -2.61043 1.70529  0.00
O: 0.77629 -1.89667 -0.41411  -0.11
H: 0.97487 -7.70499 -1.52078  0.09
H: 1.61415 -3.64966 -2.00320  0.11
H: 0.32185 -5.05364 1.79891  0.11

=====

F_max (computed, eV Å⁻¹): 0.554; 0.759; 1.444; 1.223